Record 1
Density functional theory data (ωB97M-V with the def2-TZVPD basis set) for a 7-piece molecular cluster, C22H27Cl4N3O6 overall.

Positions of all 62 atoms, in Å:
Cl (1.46, -1.65, 0.73)
Cl (1.41, -1.42, -2.13)
Cl (-0.95, -2.34, -0.71)
Cl (-0.15, 0.44, -0.52)
O (6.67, -0.94, -0.91)
O (-2.47, -4.08, 3.42)
O (-2.38, -2.63, 4.99)
O (0.35, 0.30, 2.79)
O (-0.97, 1.97, 2.43)
O (6.89, -1.76, -2.88)
N (0.04, 1.47, 2.91)
N (-2.06, -3.04, 3.89)
N (6.24, -1.31, -1.97)
C (4.76, -1.27, -2.19)
C (3.97, 1.39, 1.58)
C (5.19, 1.93, 1.23)
C (2.87, 1.57, 0.76)
C (4.26, 2.80, -0.80)
C (-4.29, -1.65, -0.33)
C (-5.09, -2.15, 0.69)
C (-1.20, -2.17, 3.04)
C (-1.12, 0.82, -3.72)
C (0.88, 2.34, 3.77)
C (-1.56, -0.49, -3.91)
C (-4.32, -0.36, 2.12)
C (-3.55, -0.48, -0.15)
C (-2.09, 1.80, -3.56)
C (-3.45, 1.49, -3.56)
C (-2.91, -0.81, -3.96)
C (-3.87, 0.19, -3.79)
C (5.36, 2.65, 0.05)
C (-3.61, 0.17, 1.05)
C (3.03, 2.28, -0.43)
C (0.44, -1.23, -0.65)
C (-5.10, -1.50, 1.92)
H (-1.81, 2.83, -3.36)
H (-2.97, -0.13, -0.98)
H (0.79, 2.00, 4.80)
H (-3.25, -1.81, -4.15)
H (6.03, 1.86, 1.91)
H (4.28, -1.24, -1.22)
H (3.89, 0.82, 2.50)
H (4.39, 3.37, -1.71)
H (1.89, 1.19, 0.99)
H (-1.84, -1.34, 2.76)
H (-4.93, -0.02, -3.82)
H (-3.09, 1.11, 1.22)
H (1.91, 2.20, 3.45)
H (0.59, 3.38, 3.69)
H (-0.36, -1.90, 3.65)
H (4.58, -0.30, -2.66)
H (-4.28, 0.03, 3.13)
H (-0.96, -2.74, 2.15)
H (6.35, 3.03, -0.19)
H (-5.66, -3.04, 0.44)
H (2.23, 2.34, -1.16)
H (-4.20, -2.10, -1.31)
H (-0.07, 1.10, -3.75)
H (4.47, -2.03, -2.89)
H (-0.83, -1.28, -4.03)
H (-5.65, -1.88, 2.77)
H (-4.21, 2.24, -3.42)

Summary:
HOMO: -9.3 eV
lowest unoccupied orbital energy: -0.0122 Ha
spin multiplicity: 1
net charge: 0
SMILES: C[N+](=O)[O-].C[N+](=O)[O-].C[N+](=O)[O-].ClC(Cl)(Cl)Cl.c1ccccc1.c1ccccc1.c1ccccc1
F_max: 0.0269 Eh/bohr
orbital gap: 8.921 eV


Record 2
Density functional theory data (ωB97M-V with the def2-TZVPD basis set) for C4H3BeLiO as an isolated structure.

Positions of all 10 atoms, in Å:
O (1.35, -1.69, -1.36)
C (-0.74, 0.44, 1.91)
C (-0.62, -0.20, -1.24)
C (-0.46, 1.49, 1.21)
C (0.36, -1.02, -1.36)
Be (-0.78, 0.11, 0.25)
Li (3.16, -1.88, -1.64)
H (-0.06, 2.50, 1.35)
H (-0.93, 0.18, 2.96)
H (-1.27, 0.08, -2.07)

Summary:
HOMO (spin up / spin down): -11.7 / -13.9 eV
lowest unoccupied orbital energy (spin up / spin down): -0.1665 / -0.1716 Ha
spin multiplicity: 2
net charge: +1
F_max: 0.0796 Eh/bohr
orbital gap (spin up / spin down): 7.191 / 9.203 eV


Record 3
Density functional theory data (ωB97M-V with the def2-TZVPD basis set) for C43H61ClKN2O3P3SSi as an isolated structure.

Positions of all 116 atoms, in Å:
K (-17.02, 6.39, 11.08)
Cl (-11.77, 12.29, 12.75)
S (-20.37, 8.67, 10.12)
P (-19.33, 5.60, 14.66)
P (-16.39, 2.52, 12.32)
P (-19.87, 2.18, 9.04)
Si (-18.86, 2.61, 12.81)
O (-15.41, 7.88, 12.71)
O (-21.19, 9.42, 11.14)
O (-15.05, 7.71, 9.92)
N (-16.23, 6.14, 7.52)
N (-19.05, 8.06, 10.19)
C (-16.23, -0.40, 11.76)
C (-12.96, 10.25, 11.51)
C (-18.39, 6.77, 17.19)
C (-15.22, 2.70, 13.75)
C (-14.17, 2.28, 10.49)
C (-19.43, 3.98, 15.39)
C (-20.96, 6.45, 15.00)
C (-14.03, 3.64, 13.43)
C (-18.58, 1.73, 15.55)
C (-16.90, 0.78, 12.17)
C (-18.28, 0.73, 12.56)
C (-13.88, 9.21, 13.92)
C (-12.70, 10.94, 12.73)
C (-18.09, 6.56, 15.71)
C (-19.80, 4.85, 8.35)
C (-18.86, 1.73, 16.93)
C (-21.01, 7.77, 15.77)
C (-20.49, 3.57, 7.88)
C (-14.72, 1.41, 14.40)
C (-13.90, 9.21, 11.43)
C (-13.16, 10.35, 13.93)
C (-17.00, -1.57, 11.61)
C (-18.96, -0.45, 12.61)
C (-21.99, 3.90, 7.86)
C (-20.52, 2.63, 11.87)
C (-16.54, 2.60, 9.41)
C (-21.55, 3.13, 12.67)
C (-19.03, 2.75, 14.74)
C (-20.87, 2.08, 10.55)
C (-19.59, 2.74, 17.46)
C (-14.46, 8.70, 12.69)
C (-19.89, 3.88, 16.72)
C (-21.57, 6.74, 13.58)
C (-14.22, 8.65, 10.14)
C (-16.73, 5.97, 15.41)
C (-23.20, 2.12, 11.27)
C (-18.38, -1.58, 12.04)
C (-20.44, -0.51, 9.08)
C (-22.24, 1.81, 10.35)
C (-15.60, 2.86, 10.64)
C (-20.45, 0.66, 8.07)
C (-19.50, 0.40, 6.89)
C (-22.88, 2.98, 12.36)
H (-13.60, 9.03, 9.33)
H (-16.89, 1.54, 9.36)
H (-22.57, 6.25, 13.51)
H (-19.58, -0.49, 9.75)
H (-13.12, 3.17, 13.09)
H (-19.40, 6.37, 17.46)
H (-24.23, 1.87, 11.05)
H (-17.99, 0.94, 15.11)
H (-17.11, 6.45, 7.08)
H (-16.38, 5.37, 16.25)
H (-20.10, 5.08, 9.40)
H (-23.65, 3.44, 12.94)
H (-20.45, 4.72, 17.20)
H (-13.78, 4.17, 14.34)
H (-19.90, -0.50, 13.13)
H (-18.48, 0.71, 7.13)
H (-13.96, 1.61, 15.19)
H (-16.04, 6.78, 15.36)
H (-15.52, 0.90, 14.90)
H (-16.63, 5.39, 14.49)
H (-21.95, 8.29, 15.48)
H (-20.15, 8.40, 15.54)
H (-20.44, -1.45, 8.51)
H (-17.36, 3.35, 9.48)
H (-17.69, 6.17, 17.80)
H (-12.51, 10.74, 10.67)
H (-21.35, -0.52, 9.72)
H (-15.15, -0.31, 11.42)
H (-20.94, 6.36, 12.75)
H (-18.35, 7.80, 17.45)
H (-16.53, -2.47, 11.23)
H (-19.45, -0.69, 6.61)
H (-18.95, -2.47, 11.81)
H (-13.91, 1.67, 11.35)
H (-19.76, 0.92, 5.99)
H (-14.12, 1.60, 9.62)
H (-15.94, 2.81, 8.51)
H (-14.30, 4.39, 12.61)
H (-22.36, 4.19, 8.93)
H (-18.70, 4.85, 8.23)
H (-20.11, 3.35, 6.89)
H (-21.56, 5.69, 15.48)
H (-15.55, 3.93, 10.68)
H (-20.00, 2.71, 18.46)
H (-13.39, 3.06, 10.41)
H (-15.98, 6.84, 8.15)
H (-15.43, 5.95, 6.90)
H (-18.15, 7.49, 15.11)
H (-22.23, 4.74, 7.20)
H (-15.91, 3.22, 14.45)
H (-18.47, 0.94, 17.54)
H (-21.08, 7.74, 16.86)
H (-12.83, 10.90, 14.78)
H (-22.59, 2.99, 7.62)
H (-21.47, 0.88, 7.73)
H (-21.57, 7.84, 13.46)
H (-14.23, 0.72, 13.65)
H (-21.33, 3.67, 13.59)
H (-20.04, 5.73, 7.76)
H (-14.22, 8.69, 14.82)
H (-22.48, 1.38, 9.35)

Summary:
HOMO (spin up / spin down): 0.6 / 0.8 eV
lowest unoccupied orbital energy (spin up / spin down): 0.1341 / 0.1338 Ha
spin multiplicity: 1
net charge: -2
F_max: 0.1010 Eh/bohr
orbital gap (spin up / spin down): 3.093 / 2.819 eV


Record 4
Density functional theory data (ωB97M-V with the def2-TZVPD basis set) for one molecule with the formula C5H6O.

Positions of all 12 atoms, in Å:
O (0.84, 0.69, -0.03)
C (-0.86, -0.89, -0.15)
C (-0.17, 0.11, 0.73)
C (-0.15, -0.51, -1.51)
C (-0.35, 0.37, 2.07)
C (0.80, 0.36, -1.21)
H (-0.32, -0.95, -2.55)
H (-0.56, -1.98, 0.07)
H (0.10, 1.26, 2.65)
H (1.70, 0.58, -1.90)
H (-1.30, -0.11, 2.42)
H (-2.03, -0.92, -0.06)

Summary:
HOMO: -8.1 eV
lowest unoccupied orbital energy: 0.0388 Ha
spin multiplicity: 1
net charge: 0
SMILES: C=C1CC=CO1
F_max: 0.1706 Eh/bohr
orbital gap: 9.120 eV